# 1
One molecule with the formula C6H5N. Source: OMol25; level of theory: ωB97M-V with the def2-TZVPD basis set.

Summary:
DFT total energy: -286.0486 Ha
LUMO level: 0.01860 Eh
Max |F|: 0.47 eV/A
Net charge: 0
Energy above the lowest of the compared OMol25 structures with the same formula, charge and spin: 8.016 eV

```
12
Properties=species:S:1:pos:R:3:mulliken_charge:R:1
C 2.16570 1.57272 -0.28198 0.35
C 1.54946 0.57554 -0.56041 -0.66
C 0.75891 -0.59443 -0.88282 -0.26
N 0.55909 -1.64920 0.14867 -0.56
C -0.51404 -0.77059 -0.17640 0.18
C -1.37665 0.01705 0.53552 0.04
C -2.55799 0.36445 0.83687 -0.76
H 2.70836 2.45826 -0.03281 0.41
H 0.88483 -0.98980 -1.88861 0.31
H 1.01195 -1.38428 1.02381 0.28
H -2.12732 -0.69490 -0.17085 0.37
H -3.06230 1.09518 1.44901 0.29
```

---

# 2
One molecule with the formula C6H5N. Source: OMol25; level of theory: ωB97M-V with the def2-TZVPD basis set.

Summary:
DFT total energy: -286.2090 Ha
LUMO level: 0.03048 Eh
Max |F|: 7.42 eV/A
Net charge: 0
Energy above the lowest of the compared OMol25 structures with the same formula, charge and spin: 3.651 eV

```
12
Properties=species:S:1:pos:R:3:mulliken_charge:R:1
C 2.31828 -2.04477 -0.42781 -0.26
C 1.23933 -1.39168 -0.13364 -0.29
C 0.11835 -0.45256 0.15326 0.44
C -0.59691 -0.01026 1.25044 -0.60
C -1.22878 1.23462 0.72907 -0.29
N -0.95670 1.44346 -0.52022 -0.11
C -0.30417 0.25124 -1.07160 -0.46
H 3.48630 -2.48348 -0.46051 0.31
H -0.73373 -0.52551 2.19746 0.38
H -1.78682 1.87763 1.50138 0.31
H -1.57221 2.15928 -1.04886 0.29
H 0.01705 -0.05799 -2.16897 0.31
```

---

# 3
An isolated ion of composition C6H5N2 and charge +1. Source: OMol25; level of theory: ωB97M-V with the def2-TZVPD basis set.

Summary:
DFT total energy: -340.6633 Ha
LUMO level (alpha / beta): -0.25394 / -0.25401 Eh
Max |F|: 3.34 eV/A
Net charge: +1
Energy above the lowest of the compared OMol25 structures with the same formula, charge and spin: 4.518 eV

```
13
Properties=species:S:1:pos:R:3:mulliken_charge:R:1
C -1.35678 0.65099 0.04845 0.39
C -1.06142 0.95532 1.32701 -0.64
C 0.05890 0.43194 1.88661 0.14
N 1.04485 -0.18777 1.25041 -0.27
C 1.55555 -0.51236 0.21330 0.65
N 1.80729 -0.91487 -0.93755 -0.40
C 0.49953 -0.50730 -1.69670 -0.54
C -0.88175 -0.11857 -0.88247 -0.27
H -1.71970 1.65231 1.75906 0.41
H 0.30130 0.50736 2.90730 0.48
H 0.25169 -1.35620 -2.24188 0.39
H 0.99828 0.23883 -2.23552 0.38
H -1.49774 -0.83970 -1.39802 0.28
```

---

# 4
C6H5N2O6Sm as an isolated structure. Source: OMol25; level of theory: ωB97M-V with the def2-TZVPD basis set.

Summary:
DFT total energy: -1449.8993 Ha
LUMO level (alpha / beta): -0.34432 / -0.33681 Eh
Expectation value of S²: 8.81
Max |F|: 7.02 eV/A
Net charge: +2
2S+1: 6

```
20
Properties=species:S:1:pos:R:3:mulliken_charge:R:1
O 1.11304 -5.21884 -0.80675 -0.15
C 1.46220 -4.12073 -0.74747 0.19
Sm 0.05342 -0.82996 -0.08822 0.97
O -1.63354 -4.23548 -0.22001 -0.04
C -1.04583 -3.23331 -0.19842 0.10
C 2.13417 0.25885 -0.34178 0.34
O 3.20125 0.75943 -0.47588 -0.24
C 0.22681 -0.90468 -2.57301 0.30
O 0.27054 -0.69154 -3.71042 -0.06
C 1.14562 -1.52393 2.05199 0.30
O 1.61200 -1.56476 3.11028 -0.07
H 1.98652 -1.67533 -0.57897 0.00
N -2.45202 2.81244 0.49343 -0.37
C -1.18639 2.32017 0.48999 0.75
N -0.26208 3.28893 0.74684 -0.30
O -0.88958 1.07795 0.29643 -0.57
H -2.57472 3.83709 0.61097 0.20
H -3.26855 2.24222 0.30669 0.23
H 0.74037 3.16775 0.77764 0.21
H -0.63323 4.23371 0.85668 0.19
```

---

# 5
A 2-piece molecular cluster, C6H5N4 overall. Source: OMol25; level of theory: ωB97M-V with the def2-TZVPD basis set.

Summary:
DFT total energy: -450.1479 Ha
LUMO level: -0.19655 Eh
Max |F|: 5.44 eV/A
Net charge: +1
Energy above the lowest of the compared OMol25 structures with the same formula, charge and spin: 3.328 eV

```
15
Properties=species:S:1:pos:R:3:mulliken_charge:R:1
C -0.83539 -2.18093 -0.60018 0.55
C 0.83687 2.44614 -0.47752 -0.11
C -0.62321 1.14604 -1.72138 -0.05
C -1.16430 -1.49190 0.44389 -0.65
C 0.01378 1.31478 -0.45767 0.84
C 0.03586 0.37769 0.49285 -0.35
N 1.63140 3.30049 -0.47920 -0.29
N -1.03541 0.94157 -2.80489 -0.32
N -0.37608 -2.91351 -1.39891 -0.29
N 0.75110 0.42721 1.69745 -0.29
H -1.83022 -1.39301 1.35878 0.35
H -0.57408 -3.16053 -2.42379 0.36
H 1.56850 1.07943 1.89891 0.44
H 1.34422 -0.44093 1.87443 0.42
H 0.25695 0.54747 2.59724 0.39
```

---

# 6
One molecule with the formula C6H5NO. Source: OMol25; level of theory: ωB97M-V with the def2-TZVPD basis set.

Summary:
DFT total energy: -361.4866 Ha
LUMO level: 0.02986 Eh
Max |F|: 8.25 eV/A
Net charge: 0
Energy above the lowest of the compared OMol25 structures with the same formula, charge and spin: 2.658 eV

```
13
Properties=species:S:1:pos:R:3:mulliken_charge:R:1
C 2.93485 -0.45301 -0.14084 -0.38
C 1.68125 -0.24076 0.03054 -0.54
C 0.35881 -0.53847 -0.16358 0.87
N -0.18757 -1.89143 0.11121 -0.48
C -1.46095 -1.68314 -0.07701 -0.02
O -1.82741 -0.38403 -0.12704 -0.36
C -0.74570 0.29984 -0.12671 0.40
C -0.71609 1.72195 0.03658 -1.04
H 4.10785 -0.50858 0.03438 0.32
H -2.06133 -2.55733 0.11164 0.40
H -0.89907 1.95888 1.14154 0.25
H 0.33103 2.01528 -0.13929 0.30
H -1.51567 2.26079 -0.69141 0.29
```

---

# 7
One molecule with the formula C6H5NO. Source: OMol25; level of theory: ωB97M-V with the def2-TZVPD basis set.

Summary:
DFT total energy: -361.5295 Ha
LUMO level: 0.03116 Eh
Max |F|: 3.49 eV/A
Net charge: 0
Energy above the lowest of the compared OMol25 structures with the same formula, charge and spin: 1.488 eV

```
13
Properties=species:S:1:pos:R:3:mulliken_charge:R:1
C 1.83281 1.88905 -0.92573 -0.26
C 1.01115 1.41618 -0.14537 -0.64
C 0.30164 0.39879 0.63876 0.77
N 0.25351 0.27749 2.07288 -0.60
C -0.55838 -0.67444 2.26660 0.05
O -0.99659 -1.24325 1.12556 -0.39
C -0.55557 -0.50172 0.06504 0.58
C -0.70552 -0.70295 -1.36459 -1.30
H 2.29153 2.55958 -1.59280 0.41
H -0.85060 -1.26365 3.11953 0.38
H 0.25019 -1.09811 -1.81428 0.28
H -0.80535 0.29480 -1.76158 0.35
H -1.46882 -1.35177 -1.68403 0.38
```

---

# 8
A 2-piece molecular cluster, C6H5NO2 overall. Source: OMol25; level of theory: ωB97M-V with the def2-TZVPD basis set.

Summary:
DFT total energy: -436.6157 Ha
LUMO level: -0.03314 Eh
Max |F|: 7.03 eV/A
Net charge: 0
Energy above the lowest of the compared OMol25 structures with the same formula, charge and spin: 7.627 eV

```
14
Properties=species:S:1:pos:R:3:mulliken_charge:R:1
C -3.12032 0.28946 -0.02001 -1.01
C -2.18116 -0.56654 -0.04265 0.22
C -0.98843 -1.09183 -0.04100 -0.20
C 0.07506 -1.73665 -0.08085 0.93
O 1.16057 -2.22149 0.03451 -0.49
H -3.01230 1.29554 -0.18868 0.35
H -4.10322 -0.11808 0.13885 0.25
N 3.21729 0.12680 0.02963 -0.40
C 2.11885 0.77660 0.07506 0.10
C 0.88343 0.95229 -0.06430 -0.03
O -0.09118 1.72441 0.10541 -0.42
H 3.59033 -0.10480 -0.94907 0.24
H 3.35378 -0.44164 0.73586 0.24
H -0.90268 1.11593 0.26724 0.21
```

---

# 9
A 2-piece molecular cluster, C6H5NO2 overall. Source: OMol25; level of theory: ωB97M-V with the def2-TZVPD basis set.

Summary:
DFT total energy: -436.6133 Ha
LUMO level (alpha / beta): -0.07367 / -0.00977 Eh
Max |F|: 8.48 eV/A
Net charge: 0
Energy above the lowest of the compared OMol25 structures with the same formula, charge and spin: 7.692 eV

```
14
Properties=species:S:1:pos:R:3:mulliken_charge:R:1
C -1.15060 -1.47583 1.74290 -0.23
C -1.06924 -0.24055 2.21227 -0.13
C -0.08898 -0.28429 0.27137 0.76
C 1.07655 2.09988 -0.88574 -0.83
C 0.91225 -0.36900 -2.12948 -0.08
C 0.59682 0.03266 -0.84816 0.03
N -0.51762 -1.54167 0.52790 -0.52
O 1.71799 0.05796 -2.97387 -0.50
O -0.42051 0.49334 1.30404 -0.31
H -1.83849 -2.24926 2.00052 0.37
H -1.48746 0.09922 3.14508 0.37
H 1.22574 2.20800 -1.94354 0.37
H 0.68947 2.52966 0.01381 0.43
H 0.35407 -1.36013 -2.43710 0.27
```

---

# 10
One molecule with the formula C6H5NO2S. Source: OMol25; level of theory: ωB97M-V with the def2-TZVPD basis set.

Summary:
DFT total energy: -834.7644 Ha
LUMO level (alpha / beta): -0.04210 / -0.04590 Eh
Max |F|: 6.36 eV/A
Net charge: 0
Energy above the lowest of the compared OMol25 structures with the same formula, charge and spin: 6.150 eV

```
15
Properties=species:S:1:pos:R:3:mulliken_charge:R:1
C -0.18012 -1.06155 -0.93731 -0.54
C -1.45950 -0.51193 -0.35984 -0.26
C 0.91005 -0.65478 -1.56451 -0.02
C -1.64318 0.04497 0.85846 -0.22
C 1.68138 0.48441 -1.45179 -0.42
C -0.59420 0.54666 1.86419 0.55
N 0.72562 1.00012 1.31733 0.38
O -0.56367 0.22953 3.00631 -0.41
O 1.09734 2.06693 2.09735 -0.54
S 1.41258 1.30630 -0.08473 -0.10
H -0.30246 -2.20772 -0.89315 0.24
H -2.29826 -0.76464 -1.02312 0.38
H 1.36614 -1.43894 -2.24669 0.20
H -2.64044 0.14665 1.40197 0.28
H 2.48872 0.81400 -1.98448 0.49
```

---

# 11
One molecule with the formula C6H5NS. Source: OMol25; level of theory: ωB97M-V with the def2-TZVPD basis set.

Summary:
DFT total energy: -684.3876 Ha
LUMO level: -0.01605 Eh
Max |F|: 7.21 eV/A
Net charge: 0
Energy above the lowest of the compared OMol25 structures with the same formula, charge and spin: 3.913 eV

```
13
Properties=species:S:1:pos:R:3:mulliken_charge:R:1
C -0.74563 -2.20371 -0.75280 -0.72
C -0.29415 -0.94412 -0.44775 0.33
C 0.95519 -0.69667 0.37587 0.32
C 1.81736 0.03789 0.88152 0.22
C 2.94616 0.53893 1.52125 -0.23
N 3.96809 0.99166 1.91772 -0.44
S -1.04155 0.36865 -1.35970 -0.07
C -1.29440 1.68887 -0.25449 -0.87
H -1.84101 -2.11529 -1.50053 0.19
H -0.13248 -3.11915 -0.51758 0.29
H -0.48318 1.92555 0.19851 0.36
H -2.12444 2.39775 -0.63980 0.28
H -1.72995 1.12963 0.57779 0.31
```

---

# 12
C6H5O2PS as an isolated structure. Source: OMol25; level of theory: ωB97M-V with the def2-TZVPD basis set.

Summary:
DFT total energy: -1121.6507 Ha
LUMO level: 0.21457 Eh
Max |F|: 4.61 eV/A
Net charge: -2

```
15
Properties=species:S:1:pos:R:3:mulliken_charge:R:1
C 2.08643 0.18315 -0.00332 -0.25
C 1.46237 0.04303 -1.24294 -0.45
C 1.39768 0.23349 1.22259 -0.31
C 0.14546 -0.23906 -1.27182 -0.32
C 0.03701 0.06532 1.20388 -0.51
C -0.55718 -0.26758 -0.02089 0.08
O -2.74636 -1.30813 -1.18107 -0.71
O -2.76060 -1.07867 1.37644 -0.71
P -2.35445 -0.51849 0.03328 0.54
S -2.76753 2.17441 -0.13353 -1.07
H 3.19162 0.37663 0.20333 0.16
H 1.98463 0.14612 -2.11310 0.47
H 1.80176 0.43329 2.25246 0.23
H -0.31173 -0.37604 -2.29054 0.29
H -0.60911 0.13254 1.96522 0.55
```

---

# 13
C6H5O6Pd as an isolated structure. Source: OMol25; level of theory: ωB97M-V with the def2-TZVPD basis set.

Summary:
DFT total energy: -810.4372 Ha
LUMO level (alpha / beta): -0.17374 / -0.29169 Eh
Expectation value of S²: 2.01
Max |F|: 8.34 eV/A
Net charge: +1
2S+1: 3

```
18
Properties=species:S:1:pos:R:3:mulliken_charge:R:1
O 0.75231 2.97754 2.40986 -0.17
C 0.70142 3.40873 1.30934 0.18
Pd 0.82474 -0.39160 -1.49031 -0.16
O -1.61477 1.52645 -1.69800 -0.06
C -0.64741 1.09639 -1.32413 0.20
C -0.00233 -1.74128 -2.44145 0.36
O -0.43124 -2.80179 -2.51123 -0.14
C 2.06347 -2.14848 -0.20135 0.31
O 2.66341 -2.79693 0.61139 -0.13
C 2.39509 0.67143 -1.89708 0.40
O 2.98252 1.06812 -2.84394 -0.18
H 0.56825 0.73281 -0.32068 0.34
C -1.97649 0.01606 1.72880 -0.62
O -0.70842 -0.66424 1.45351 -0.41
H -2.64997 -0.06216 0.86197 0.25
H -1.74222 1.05252 1.92409 0.20
H -2.40822 -0.46846 2.62387 0.36
H -0.77015 -1.47511 1.80534 0.27
```

---

# 14
An isolated ion of composition C6H6 and charge -1. Source: OMol25; level of theory: ωB97M-V with the def2-TZVPD basis set.

Summary:
DFT total energy: -232.1584 Ha
LUMO level (alpha / beta): 0.18552 / 0.17055 Eh
Expectation value of S²: 0.76
Max |F|: 1.93 eV/A
Net charge: -1
Energy above the lowest of the compared OMol25 structures with the same formula, charge and spin: 0.367 eV
2S+1: 2

```
12
Properties=species:S:1:pos:R:3:mulliken_charge:R:1
C 1.22216 -0.64116 -0.18121 -0.56
C 0.96333 0.54482 -0.85289 -0.56
C -0.13949 1.35686 -0.38586 -1.03
C -1.22616 0.65877 0.15238 -0.25
C -1.06575 -0.65842 0.57076 -0.61
C 0.23383 -1.24585 0.60211 -0.52
H 2.19913 -1.13378 -0.20949 0.34
H 1.59679 0.84225 -1.68619 0.53
H -0.32803 2.36099 -0.74930 0.40
H -2.02661 1.25561 0.59461 0.41
H -1.88129 -1.11498 1.12730 0.37
H 0.45209 -2.22511 1.01777 0.47
```

---

# 15
One molecule with the formula C6H6. Source: OMol25; level of theory: ωB97M-V with the def2-TZVPD basis set.

Summary:
DFT total energy: -232.2190 Ha
LUMO level: 0.04262 Eh
Max |F|: 0.67 eV/A
Net charge: 0
Energy above the lowest of the compared OMol25 structures with the same formula, charge and spin: 0.199 eV

```
12
Properties=species:S:1:pos:R:3:mulliken_charge:R:1
C 1.19860 0.33472 0.63043 -0.29
C 0.63343 1.20326 -0.30209 -0.36
C -0.64426 0.93650 -0.79365 -0.31
C -1.22777 -0.31095 -0.58208 -0.35
C -0.58907 -1.24168 0.23459 -0.34
C 0.57126 -0.87768 0.92210 -0.40
H 2.12883 0.61233 1.12435 0.33
H 1.21165 2.02738 -0.72125 0.35
H -1.18812 1.70974 -1.33017 0.35
H -2.12924 -0.57868 -1.13227 0.33
H -0.98414 -2.25329 0.30830 0.35
H 1.01882 -1.56166 1.64174 0.34
```

---

# 16
One molecule with the formula C6H6. Source: OMol25; level of theory: ωB97M-V with the def2-TZVPD basis set.

Summary:
DFT total energy: -232.1832 Ha
LUMO level: 0.04241 Eh
Max |F|: 5.31 eV/A
Net charge: 0
Energy above the lowest of the compared OMol25 structures with the same formula, charge and spin: 1.173 eV

```
12
Properties=species:S:1:pos:R:3:mulliken_charge:R:1
C -0.52290 0.68953 1.05588 -0.38
C -1.31331 -0.16993 0.29618 -0.32
C -0.76570 -0.90084 -0.75813 -0.33
C 0.57196 -0.80820 -1.07670 -0.31
C 1.31344 0.01090 -0.25616 -0.32
C 0.81413 0.81904 0.76276 -0.20
H -0.93542 1.25505 1.88055 0.34
H -2.36506 -0.27787 0.53838 0.34
H -1.38920 -1.55856 -1.35167 0.33
H 1.02301 -1.38623 -1.86882 0.37
H 2.11595 0.79498 -0.52646 0.14
H 1.45310 1.53212 1.30419 0.34
```

---

# 17
One molecule with the formula C6H6. Source: OMol25; level of theory: ωB97M-V with the def2-TZVPD basis set.

Summary:
DFT total energy: -232.0670 Ha
LUMO level: 0.03233 Eh
Max |F|: 2.34 eV/A
Net charge: 0
Energy above the lowest of the compared OMol25 structures with the same formula, charge and spin: 4.336 eV

```
12
Properties=species:S:1:pos:R:3:mulliken_charge:R:1
C 3.12276 -0.43705 0.78104 0.30
C 2.18634 -0.10687 0.09966 -0.49
C 1.19551 0.44629 -0.82684 -0.82
C -0.03968 0.73711 -0.45974 0.04
C -1.18138 0.80652 0.16459 -0.08
C -2.11028 -0.35057 -0.02001 -1.03
H 3.81688 -0.75960 1.48499 0.45
H 1.49810 0.37295 -1.81521 0.35
H -1.56033 1.51235 0.86509 0.35
H -3.20857 -0.27149 -0.38806 0.30
H -2.01300 -0.90891 0.87613 0.30
H -1.70635 -1.04073 -0.76163 0.33
```